{
  "formula": "C37H80F15N4O19S5",
  "method": "wB97M-V/def2-TZVPD",
  "orbital_gap_ev": 8.085,
  "fmax_ev_per_a": 4.5,
  "total_charge": -1,
  "spin_multiplicity": 1,
  "symbols": ["C", "C", "N", "C", "C", "C", "C", "C", "O", "C", "H", "H", "H", "H", "H", "H", "H", "H", "H", "H", "H", "H", "H", "H", "H", "H", "H", "H", "H", "H", "C", "C", "N", "C", "C", "C", "C", "C", "O", "C", "H", "H", "H", "H", "H", "H", "H", "H", "H", "H", "H", "H", "H", "H", "H", "H", "H", "H", "H", "H", "C", "C", "N", "C", "C", "C", "C", "C", "O", "C", "H", "H", "H", "H", "H", "H", "H", "H", "H", "H", "H", "H", "H", "H", "H", "H", "H", "H", "H", "H", "C", "C", "N", "C", "C", "C", "C", "C", "O", "C", "H", "H", "H", "H", "H", "H", "H", "H", "H", "H", "H", "H", "H", "H", "H", "H", "H", "H", "H", "H", "C", "F", "F", "F", "S", "O", "O", "O", "C", "F", "F", "F", "S", "O", "O", "O", "C", "F", "F", "F", "S", "O", "O", "O", "C", "F", "F", "F", "S", "O", "O", "O", "C", "F", "F", "F", "S", "O", "O", "O"],
  "xyz": [[-6.5190, -1.9524, 2.0282], [-5.6526, -2.6567, 0.8760], [-4.1179, -2.5603, 1.1204], [-3.4079, -3.1844, -0.0572], [-3.7637, -1.0381, 1.3466], [-4.3817, -0.2720, 0.1898], [-3.6991, -3.4370, 2.4261], [-2.2829, -3.2903, 2.7415], [-1.5094, -4.1827, 1.9231], [-0.1035, -4.1054, 2.3171], [-7.5312, -2.3872, 1.9280], [-6.5756, -0.8959, 1.8866], [-6.1773, -2.1702, 3.0478], [-5.9095, -2.1949, -0.0827], [-5.8141, -3.7312, 0.8941], [-3.7608, -2.6045, -0.9231], [-3.6523, -4.2534, -0.2217], [-2.3421, -3.1589, 0.0685], [-2.6726, -1.0224, 1.3074], [-4.1641, -0.7887, 2.3155], [-4.0037, 0.7258, 0.3697], [-5.4651, -0.2305, 0.0566], [-3.9396, -0.5375, -0.7649], [-3.8504, -4.4913, 2.2047], [-4.3030, -3.2165, 3.3137], [-2.1997, -3.5553, 3.8137], [-1.7938, -2.3285, 2.5949], [0.3299, -3.1367, 2.1015], [0.4547, -4.8602, 1.8027], [-0.0997, -4.4386, 3.3520], [5.6888, -4.7753, -0.0749], [5.2526, -4.0054, -1.3404], [3.8549, -3.2955, -1.1406], [3.3940, -2.5826, -2.4291], [2.7746, -4.3060, -0.6507], [2.6839, -5.5477, -1.5415], [3.8945, -2.3002, -0.0040], [5.0593, -1.3495, -0.0592], [5.2129, -0.5654, -1.1985], [6.1761, 0.4685, -0.9881], [5.0037, -5.6016, 0.1190], [5.7897, -4.0890, 0.7556], [6.6253, -5.3150, -0.2178], [5.0304, -4.6723, -2.1926], [5.8991, -3.1887, -1.6681], [4.2270, -1.9853, -2.7302], [2.4848, -1.9979, -2.2198], [3.1910, -3.4005, -3.1251], [1.8108, -3.7773, -0.6433], [2.9870, -4.5698, 0.3754], [1.6926, -5.9858, -1.4126], [3.4287, -6.3107, -1.2867], [2.7166, -5.2479, -2.6161], [4.0271, -2.9518, 0.8734], [2.9067, -1.8891, 0.1448], [5.9927, -1.8951, 0.1332], [4.9418, -0.7466, 0.8711], [7.1770, 0.0960, -0.7982], [6.0010, 1.0788, -0.1198], [6.1151, 1.1303, -1.8268], [-2.9892, -0.5956, -5.7226], [-2.3091, 0.0107, -4.5250], [-2.3425, 1.5024, -4.4374], [-1.8227, 2.0855, -5.7578], [-3.9047, 2.0151, -4.2924], [-4.6188, 1.2423, -3.1662], [-1.5040, 1.9169, -3.2431], [-1.4843, 3.3513, -2.9401], [-0.9399, 4.1415, -4.0111], [-0.4008, 5.3874, -3.5344], [-2.3127, -0.6277, -6.5660], [-3.9385, -0.1189, -5.9088], [-3.1965, -1.6676, -5.5889], [-1.2618, -0.2897, -4.6124], [-2.7063, -0.3627, -3.5670], [-2.5713, 1.8369, -6.5310], [-0.8082, 1.7488, -5.9546], [-1.7580, 3.1487, -5.6723], [-4.3112, 1.8833, -5.3059], [-3.7579, 3.0644, -4.0507], [-4.0984, 1.2485, -2.2223], [-4.7317, 0.1788, -3.4571], [-5.5839, 1.7109, -2.9459], [-0.5153, 1.4711, -3.3329], [-1.8956, 1.5036, -2.3132], [-0.8354, 3.4728, -2.0710], [-2.4491, 3.6810, -2.5598], [-1.1306, 6.2126, -3.5592], [0.4406, 5.6648, -4.1653], [-0.0017, 5.2856, -2.5197], [-0.4784, 0.2149, 1.9592], [0.3377, 1.3943, 2.6709], [1.0076, 2.3212, 1.6559], [-0.0947, 2.7532, 0.6949], [1.5241, 3.6565, 2.4375], [2.4833, 3.2817, 3.5538], [2.1903, 1.5696, 0.9995], [3.1075, 2.5761, 0.2809], [2.5209, 3.0659, -0.8621], [3.3948, 3.9562, -1.4764], [0.0541, -0.4625, 1.2942], [-1.2970, 0.6926, 1.4377], [-0.8964, -0.4713, 2.7203], [1.1942, 0.9232, 3.1229], [-0.3020, 1.9810, 3.3454], [-0.6253, 1.9546, 0.2134], [0.3488, 3.4475, -0.0304], [-0.7588, 3.3376, 1.3443], [0.5680, 4.0371, 2.8423], [1.9356, 4.3741, 1.7117], [2.7644, 4.1905, 4.0904], [3.3585, 2.7756, 3.2408], [1.9757, 2.6484, 4.2908], [1.7676, 0.8397, 0.2725], [2.6792, 1.0395, 1.8297], [4.0594, 2.0459, 0.0979], [3.4035, 3.4062, 0.9188], [4.3571, 3.5491, -1.8071], [3.7082, 4.7585, -0.8346], [2.8873, 4.3518, -2.3384], [-3.0202, -0.1383, 6.0770], [-2.4570, -0.3005, 7.2547], [-3.6449, 1.1196, 6.1228], [-2.0461, -0.0581, 5.1591], [-4.1133, -1.4516, 5.6289], [-4.4251, -0.9668, 4.3263], [-3.3532, -2.6668, 5.5908], [-5.1751, -1.3524, 6.5802], [2.3592, -2.2297, 4.8547], [3.0924, -3.0450, 5.6135], [1.0338, -2.5749, 4.8009], [2.4458, -1.0488, 5.4730], [3.0192, -2.2162, 3.2423], [2.7163, -3.5204, 2.7030], [2.2309, -1.1389, 2.6935], [4.4353, -1.9916, 3.3499], [-0.5653, -3.0123, -2.8480], [-1.3814, -2.8713, -3.9163], [-1.1354, -3.9494, -2.0698], [0.6179, -3.5360, -3.3097], [-0.2503, -1.5147, -1.9228], [0.5897, -1.8845, -0.8076], [0.4414, -0.6880, -2.9040], [-1.5876, -1.1043, -1.5844], [-5.2400, 3.8142, -0.9744], [-5.9468, 4.8196, -0.4986], [-6.0107, 2.6995, -1.1038], [-4.8897, 4.1665, -2.2802], [-3.8840, 3.4622, 0.1180], [-3.2299, 4.7059, 0.1701], [-4.5070, 2.9941, 1.2957], [-3.1696, 2.4193, -0.6233], [5.4248, 5.6121, 2.1681], [4.0771, 5.4621, 1.9910], [5.5353, 6.8057, 2.7310], [5.7981, 4.6201, 3.0677], [6.2924, 5.5198, 0.6345], [5.6323, 6.4369, -0.2281], [7.6399, 5.7258, 1.0413], [6.0834, 4.0998, 0.2761]],
  "forces_ev_per_angstrom": [[0.37, -1.97, -1.00], [0.42, 0.48, 2.23], [-0.61, -1.12, 1.68], [-1.03, 0.44, -0.48], [-0.77, -2.13, -1.74], [0.96, 0.79, 0.17], [-1.49, 0.93, -1.29], [2.22, -0.65, 0.46], [0.72, -0.09, 0.04], [-1.71, -0.65, 0.16], [0.36, 0.31, 0.01], [0.04, 0.67, -0.04], [0.11, 0.12, -0.42], [0.35, -0.45, 0.17], [-0.33, -0.03, -0.27], [0.54, -0.34, 0.13], [-0.33, 0.63, 0.55], [0.31, 0.42, 0.11], [-0.31, 0.31, 0.03], [0.09, 0.10, 0.30], [-0.37, 0.40, -0.18], [0.19, -0.04, 0.57], [0.15, -0.26, -0.10], [-0.24, -0.01, -0.52], [-0.01, 0.63, -0.63], [0.22, 0.15, -0.38], [-0.64, 0.45, 0.36], [-0.03, 0.25, 0.32], [0.11, -0.38, -0.75], [0.50, 0.65, 0.36], [-0.16, 0.03, -1.03], [-1.81, 0.11, -0.09], [-0.71, -0.29, 0.58], [-0.01, -1.55, 1.09], [-0.01, -0.08, -1.20], [-0.26, 0.53, -0.45], [0.85, -1.03, 0.01], [0.31, 0.23, 1.78], [-0.17, 0.46, -0.11], [-0.15, -0.16, 0.17], [-0.28, 0.40, 0.32], [-0.04, -0.20, 0.35], [0.27, 0.48, -0.28], [0.46, 0.23, 0.37], [0.15, -0.30, 0.17], [0.27, 0.49, -0.33], [0.56, -0.26, -0.01], [-0.01, 0.47, -0.17], [0.50, 0.14, -0.12], [0.24, 0.08, 0.22], [0.07, -0.05, 0.13], [-0.08, 0.23, -0.32], [0.19, -0.50, 0.74], [0.18, 0.65, -0.08], [-0.23, 0.44, -0.46], [0.05, -0.17, -0.07], [-0.01, 0.00, -0.51], [0.34, -0.45, -0.49], [-0.69, 0.22, 0.60], [0.25, 0.17, -0.60], [-0.24, -0.73, 0.05], [0.45, -0.74, 0.62], [-1.39, 0.61, -0.82], [-0.84, -0.34, 0.61], [2.05, -0.90, 0.72], [-0.06, -0.39, -1.22], [-0.06, -0.79, 0.05], [0.61, 1.48, -0.01], [0.00, 0.49, 0.81], [-0.06, -0.06, -0.14], [-0.16, 0.59, -0.51], [-0.28, 0.09, -0.55], [-0.01, 0.34, 0.54], [0.00, 0.29, 0.58], [0.36, 0.13, -0.47], [0.74, -0.15, 0.26], [-0.14, -0.47, -0.04], [-0.17, 0.57, 0.23], [-0.01, 0.07, 0.57], [-0.30, -0.01, -0.16], [0.47, 0.29, 0.15], [-0.34, 0.59, 0.08], [0.18, -0.30, -0.47], [0.06, 0.06, -0.49], [-0.45, -0.54, -0.31], [0.12, -0.20, 0.11], [-0.20, 0.37, -0.40], [0.02, -0.41, 0.08], [-0.04, -0.09, -0.23], [-0.18, -0.04, -0.03], [0.02, 0.95, 1.19], [0.18, -1.70, -1.42], [-0.44, 0.60, 0.04], [1.20, 1.77, 0.72], [-1.06, -1.51, -0.40], [-1.33, 0.48, 0.68], [-0.68, 1.11, -0.28], [0.59, -1.50, 1.46], [-0.53, -0.48, -0.46], [0.71, 0.70, -1.03], [0.52, 0.48, -0.12], [-0.40, -0.31, -0.10], [0.23, 0.75, 0.02], [-0.14, -0.09, 0.94], [0.29, -0.24, -0.27], [0.14, -0.38, -0.09], [-0.12, -0.38, 0.14], [-0.26, -0.28, -0.44], [0.57, -0.01, -0.17], [-0.31, -0.53, 0.19], [0.11, -0.02, -0.21], [0.95, -0.32, -0.49], [0.10, 0.09, -0.16], [0.22, 0.45, 0.58], [0.03, 0.15, -0.55], [-0.23, 0.07, -0.31], [0.11, -0.06, 0.25], [-0.20, -0.60, 0.07], [-0.13, 0.59, 0.56], [-0.25, 0.25, -0.38], [0.41, 2.32, 0.32], [0.42, -0.13, 0.80], [0.67, -1.82, -0.27], [0.29, 0.29, -0.08], [-1.06, -0.09, 0.42], [-1.00, 0.41, -2.30], [0.61, -0.72, 0.51], [-0.40, -0.34, 0.67], [-0.72, 0.03, 1.88], [-0.63, -0.95, 0.31], [1.33, -0.03, 0.54], [-0.34, 0.46, -0.27], [0.65, -0.04, -1.73], [-0.33, -0.67, -0.17], [-0.14, 0.67, -0.82], [0.37, 0.50, 0.19], [0.32, -1.94, -0.71], [0.47, 0.33, 0.41], [0.20, 0.10, -0.07], [-0.86, 0.26, 0.21], [0.67, 1.85, -0.14], [-0.11, -0.50, 0.07], [-0.33, -0.32, 0.15], [-0.44, 0.20, 0.15], [-0.79, -0.21, -1.59], [-0.62, 0.05, -0.06], [-0.20, 0.82, 0.20], [-0.08, -0.32, 1.25], [1.01, -1.80, -1.16], [1.46, 2.19, 0.17], [-0.87, -0.51, 1.47], [0.25, 0.28, 0.02], [-1.44, -0.72, 1.78], [0.13, -0.38, -0.07], [0.54, 0.20, 0.61], [-0.35, 1.47, -1.00], [0.80, -4.22, -1.16], [-0.47, 1.27, -0.53], [1.19, 1.26, 0.25], [-0.49, 0.99, 0.08]],
  "mulliken_charge": [-1.042, -0.581, 0.487, -0.749, 0.334, -0.210, -1.461, 0.027, -0.584, -0.645, 0.472, 0.255, 0.195, 0.464, 0.556, 0.471, 0.329, -0.071, -0.754, 0.723, -0.509, 0.390, 0.005, 0.491, 0.592, 0.975, -0.206, 0.037, 0.259, 0.548, -1.128, -0.528, 0.326, -1.359, 0.820, -1.601, 0.125, -0.972, -0.244, -0.889, 0.225, 0.196, 0.479, 0.600, 0.614, 0.441, 0.455, 0.518, -0.683, 0.473, 0.470, 0.383, 0.289, -0.296, 0.176, 0.516, 0.586, 0.296, 0.354, 0.301, -1.727, 0.488, 0.810, -1.084, -0.653, -0.800, 0.734, 0.236, -0.371, -0.584, 0.429, 0.336, 0.419, 0.353, -0.495, 0.438, 0.338, 0.365, 0.579, 0.578, -0.264, 0.343, 0.736, 0.635, -0.937, -0.682, 0.135, 0.241, 0.287, 0.173, -0.766, -1.127, 1.036, -0.506, -0.465, -1.411, 0.307, 0.307, 0.173, -0.976, 0.131, 0.582, -0.176, 0.694, 0.583, -0.352, 0.293, 0.281, 0.591, 0.516, 0.474, 0.237, 0.360, -0.364, 0.259, -0.552, -0.344, 0.257, 0.444, 0.192, 0.489, -0.234, -0.272, -0.151, 1.176, -0.724, -0.742, -0.689, 0.426, -0.239, -0.143, -0.231, 1.531, -0.782, -0.802, -0.742, 0.456, -0.201, -0.187, -0.199, 0.636, -0.233, -0.813, -0.298, 0.726, -0.232, -0.242, -0.257, 1.610, -0.780, -0.761, -0.641, 0.636, -0.217, -0.250, -0.250, 1.058, -0.655, -0.663, -0.589]
}